Entry 1:
Formula: C33H85N3O15S5
Source: the OMol25 dataset
Level of theory: wB97M-V/def2-TZVPD

Properties
F_max: 0.1197 Eh/bohr
SMILES string: CCOS(C)(=O)=O.CCOS(C)(=O)=O.CCOS(C)(=O)=O.CCOS(C)(=O)=O.CCOS(C)(=O)=O.CCN(CC)CC.CCN(CC)CC.CCN(CC)CC
E_tot: -4591.775121 hartree
HOMO: -8.1 eV
frontier orbital gap: 8.47 eV

Structure (XYZ):
```
141
C33H85N3O15S5 | the OMol25 dataset | wB97M-V/def2-TZVPD
C 1.507 -8.122 -5.734
C 2.024 -6.745 -5.383
N 1.429 -6.163 -4.178
C 2.133 -4.939 -3.831
C 3.434 -5.207 -2.983
C 0.025 -5.860 -4.414
C -0.843 -5.687 -3.045
H 1.176 -8.610 -4.817
H 2.260 -8.637 -6.330
H 0.680 -8.005 -6.434
H 3.105 -6.854 -5.291
H 1.923 -6.174 -6.306
H 2.278 -4.218 -4.635
H 1.520 -4.409 -3.102
H 3.844 -4.279 -2.586
H 3.243 -5.954 -2.213
H 4.146 -5.613 -3.703
H -0.455 -6.674 -4.956
H -0.064 -4.970 -5.038
H -1.321 -6.580 -2.644
H -1.735 -5.076 -3.180
H -0.331 -5.103 -2.280
C -0.316 0.403 1.701
C 0.019 0.308 0.185
N -1.194 0.713 -0.570
C -0.768 1.103 -1.954
C 0.203 0.183 -2.775
C -2.090 -0.404 -0.501
C -3.482 0.004 -1.014
H -1.102 -0.318 1.924
H -0.436 1.388 2.153
H 0.580 -0.023 2.151
H 0.853 0.980 -0.013
H 0.346 -0.687 -0.117
H -1.501 1.433 -2.689
H -0.204 2.027 -1.829
H -0.246 -0.748 -3.123
H 0.355 0.724 -3.709
H 1.174 -0.037 -2.332
H -2.413 -0.905 0.411
H -1.704 -1.255 -1.062
H -4.205 0.433 -0.320
H -4.143 -0.803 -1.330
H -3.470 0.548 -1.959
C 7.147 3.356 1.784
C 7.157 4.928 1.597
N 7.617 5.247 0.161
C 9.046 4.894 -0.002
C 9.611 5.690 -1.072
C 6.807 4.655 -0.913
C 5.381 5.329 -1.065
H 7.994 2.720 1.528
H 6.324 2.884 1.249
H 6.699 3.235 2.771
H 6.191 5.390 1.798
H 7.934 5.460 2.147
H 9.599 4.996 0.931
H 9.272 3.899 -0.385
H 9.121 5.576 -2.038
H 9.396 6.688 -0.691
H 10.691 5.556 -1.132
H 6.696 3.579 -0.783
H 7.266 4.829 -1.886
H 4.881 4.928 -1.947
H 5.430 6.415 -1.150
H 4.799 5.133 -0.165
O -8.287 -4.782 -0.280
S -9.502 -4.520 0.588
O -9.606 -3.246 1.306
O -10.865 -4.690 -0.386
C -10.763 -5.381 -1.665
C -12.011 -6.184 -1.945
C -9.823 -5.944 1.789
H -9.932 -6.078 -1.557
H -10.641 -4.712 -2.517
H -12.902 -5.585 -2.137
H -12.262 -6.843 -1.114
H -11.887 -6.741 -2.873
H -8.854 -6.292 2.148
H -10.313 -6.560 1.036
H -10.443 -5.554 2.596
O 7.983 -0.366 -7.282
S 6.689 0.140 -6.885
O 6.142 -0.294 -5.568
O 6.824 1.774 -6.853
C 7.320 2.339 -8.083
C 7.812 3.806 -7.822
C 5.478 0.008 -8.200
H 6.534 2.400 -8.836
H 8.074 1.746 -8.601
H 8.643 3.977 -7.138
H 7.006 4.401 -7.391
H 8.066 4.177 -8.815
H 5.863 0.204 -9.201
H 4.588 0.567 -7.911
H 5.377 -1.076 -8.148
O -6.715 7.624 0.330
S -6.694 6.823 1.537
O -7.818 5.974 1.968
O -5.432 5.730 1.423
C -4.218 5.998 0.587
C -3.070 5.569 1.543
C -6.018 7.766 2.949
H -4.090 7.078 0.516
H -4.210 5.538 -0.401
H -3.245 4.539 1.854
H -3.009 6.326 2.325
H -2.088 5.641 1.076
H -5.420 7.184 3.650
H -6.845 8.127 3.561
H -5.566 8.608 2.424
O 4.511 -1.634 7.510
S 3.274 -1.168 6.923
O 3.011 0.227 6.567
O 3.048 -2.141 5.509
C 3.296 -3.523 5.569
C 2.802 -4.112 4.217
C 1.861 -1.751 8.096
H 2.635 -3.972 6.310
H 4.337 -3.760 5.789
H 3.066 -5.158 4.371
H 3.264 -3.742 3.301
H 1.735 -3.968 4.046
H 1.852 -2.840 8.154
H 0.865 -1.539 7.709
H 2.055 -1.361 9.095
O -3.878 0.102 6.762
S -5.244 0.400 6.480
O -6.195 -0.690 6.211
O -5.979 1.338 7.736
C -5.223 1.709 8.762
C -6.200 2.627 9.574
C -5.332 1.632 5.107
H -4.487 2.459 8.471
H -4.849 0.860 9.335
H -6.633 3.360 8.894
H -5.662 3.135 10.375
H -7.108 2.182 9.982
H -4.921 1.213 4.189
H -4.685 2.424 5.484
H -6.382 1.903 4.993
```

Atom charges from the Mulliken analysis, given in e for atoms 1 to 8: -1.3918, -0.3108, 0.0196, -0.4228, -1.2753, -0.4977, -1.1545, 0.3344



Entry 2:
Formula: C33H90O12
Source: the OMol25 dataset
Level of theory: wB97M-V/def2-TZVPD

Properties
F_max: 0.0990 Eh/bohr
SMILES string: CC(C)O.CC(C)O.CC(C)O.CC(C)O.CC(C)O.CC(C)O.CC(C)O.CC(C)O.CC(C)O.CC(C)O.CC(C)O.O
E_tot: -2213.985159 hartree
HOMO: -10.0 eV
frontier orbital gap: 10.04 eV

Structure (XYZ):
```
135
C33H90O12 | the OMol25 dataset | wB97M-V/def2-TZVPD
O 8.938 21.624 1.259
H 8.611 21.310 0.416
H 9.751 22.083 1.045
C 2.779 16.443 4.228
C 2.974 16.438 2.655
C 1.677 16.299 1.914
O 3.686 17.549 2.158
H 2.516 15.440 4.562
H 2.019 17.100 4.652
H 3.731 16.585 4.739
H 3.561 15.555 2.401
H 1.829 16.163 0.843
H 0.893 17.036 2.081
H 1.214 15.343 2.158
H 4.611 17.405 2.375
C 9.423 16.055 1.892
C 9.561 16.606 3.392
C 11.015 16.931 3.874
O 8.696 17.746 3.519
H 10.207 15.343 1.634
H 9.389 16.877 1.177
H 8.511 15.469 1.782
H 9.134 15.857 4.058
H 11.612 16.068 4.168
H 11.085 17.756 4.583
H 11.614 17.188 3.000
H 8.969 18.451 2.928
C 15.698 12.292 10.078
C 16.033 11.763 8.686
C 15.371 12.648 7.561
O 17.487 11.728 8.636
H 16.118 13.292 10.189
H 15.974 11.614 10.886
H 14.626 12.451 10.198
H 15.581 10.773 8.633
H 14.286 12.611 7.661
H 15.522 12.220 6.570
H 15.823 13.640 7.570
H 17.748 12.651 8.674
C 9.260 18.509 9.769
C 10.211 17.575 10.611
C 11.290 16.761 9.759
O 10.906 18.454 11.456
H 8.281 18.460 10.245
H 9.216 18.301 8.700
H 9.550 19.558 9.835
H 9.623 16.870 11.199
H 10.901 16.073 9.008
H 12.019 16.155 10.296
H 11.822 17.463 9.117
H 10.302 18.968 11.998
C 16.055 22.743 9.763
C 15.314 21.423 9.406
C 15.888 20.797 8.149
O 15.260 20.544 10.533
H 16.266 23.342 8.877
H 17.033 22.485 10.167
H 15.579 23.378 10.510
H 14.280 21.666 9.162
H 16.072 21.528 7.362
H 15.100 20.107 7.848
H 16.764 20.170 8.310
H 14.333 20.382 10.726
C 11.964 7.984 -0.309
C 12.200 9.163 -1.204
C 13.236 10.234 -0.665
O 12.636 8.680 -2.436
H 11.333 7.255 -0.818
H 11.450 8.285 0.603
H 12.932 7.496 -0.194
H 11.246 9.642 -1.423
H 14.204 9.872 -0.317
H 12.753 10.794 0.136
H 13.456 10.980 -1.429
H 12.796 9.504 -2.903
C 5.935 11.331 -1.699
C 4.609 11.399 -2.508
C 3.557 12.324 -1.778
O 4.743 11.990 -3.811
H 6.628 12.124 -1.979
H 6.417 10.439 -2.098
H 5.822 11.321 -0.615
H 4.315 10.353 -2.594
H 3.976 13.317 -1.617
H 3.191 11.764 -0.917
H 2.643 12.458 -2.357
H 4.455 11.367 -4.483
C 11.651 14.545 -6.509
C 11.793 13.841 -5.163
C 10.740 14.125 -4.171
O 11.822 12.462 -5.399
H 12.443 14.237 -7.192
H 11.580 15.633 -6.520
H 10.691 14.269 -6.943
H 12.776 14.105 -4.772
H 10.958 13.647 -3.216
H 9.764 13.844 -4.565
H 10.667 15.162 -3.843
H 10.947 12.228 -5.716
C 11.288 21.865 -3.839
C 11.893 20.536 -3.315
C 13.434 20.672 -3.047
O 11.229 20.041 -2.282
H 11.908 22.424 -4.540
H 11.170 22.535 -2.987
H 10.342 21.725 -4.363
H 11.663 19.839 -4.121
H 13.617 21.611 -2.524
H 14.162 20.850 -3.838
H 13.838 19.858 -2.445
H 10.286 19.902 -2.399
C 8.562 23.428 7.081
C 7.245 24.131 7.478
C 6.174 23.082 7.578
O 7.275 24.831 8.655
H 9.262 24.161 6.681
H 8.427 22.643 6.337
H 9.097 23.035 7.945
H 7.036 24.826 6.665
H 5.357 23.742 7.873
H 6.426 22.262 8.251
H 5.930 22.611 6.626
H 8.183 25.111 8.793
C 8.077 12.584 9.403
C 8.231 12.343 10.940
C 6.958 12.596 11.698
O 8.736 11.088 11.253
H 8.015 13.639 9.136
H 7.179 12.102 9.019
H 9.028 12.250 8.987
H 8.893 13.123 11.315
H 7.030 12.671 12.783
H 6.272 11.774 11.492
H 6.508 13.429 11.159
H 8.434 10.390 10.668
```

Atom charges from the Mulliken analysis, given in e for atoms 1 to 8: -0.6201, 0.3060, 0.3158, -1.1376, 0.5869, -1.3469, -0.5560, 0.3421



Entry 3:
Formula: C33H90O15
Source: the OMol25 dataset
Level of theory: wB97M-V/def2-TZVPD

Properties
F_max: 0.0561 Eh/bohr
SMILES string: CC(C)O.CC(C)O.CC(C)O.CC(C)O.CC(C)O.CC(C)O.CC(C)O.CC(C)O.CC(C)O.OCCO.OCCO.OCCO
E_tot: -2439.670769 hartree
HOMO: -10.0 eV
frontier orbital gap: 10.06 eV

Structure (XYZ):
```
138
C33H90O15 | the OMol25 dataset | wB97M-V/def2-TZVPD
C 5.998 -2.459 4.750
C 6.040 -3.900 4.402
C 7.432 -4.426 4.849
O 4.982 -4.611 5.012
H 6.687 -1.916 4.103
H 6.353 -2.194 5.746
H 4.998 -2.038 4.641
H 6.065 -3.959 3.314
H 8.248 -3.942 4.313
H 7.511 -5.472 4.553
H 7.592 -4.397 5.926
H 5.210 -5.543 5.006
C -6.500 -4.921 2.242
C -7.112 -6.112 1.528
C -7.095 -6.018 0.009
O -6.392 -7.184 2.035
H -7.069 -3.995 2.154
H -5.437 -4.777 2.053
H -6.554 -5.098 3.316
H -8.144 -6.133 1.878
H -7.802 -6.744 -0.393
H -6.116 -6.067 -0.467
H -7.572 -5.099 -0.332
H -6.409 -7.077 2.989
C 4.510 10.417 -1.613
C 3.052 10.308 -2.010
C 2.193 9.199 -1.380
O 2.458 11.578 -1.750
H 5.083 9.554 -1.950
H 4.593 10.488 -0.529
H 4.905 11.331 -2.057
H 3.126 10.273 -3.097
H 1.876 9.417 -0.360
H 2.635 8.204 -1.326
H 1.242 8.970 -1.859
H 2.371 11.684 -0.799
C -6.245 2.562 -4.911
C -6.357 1.434 -5.948
C -7.185 0.250 -5.495
O -6.931 2.028 -7.111
H -5.565 3.358 -5.215
H -5.911 2.166 -3.952
H -7.218 3.022 -4.738
H -5.340 1.180 -6.248
H -6.652 -0.259 -4.693
H -7.293 -0.440 -6.332
H -8.214 0.405 -5.171
H -7.768 2.416 -6.847
C 3.623 4.423 7.574
C 2.701 5.431 6.993
C 2.979 5.797 5.535
O 1.407 4.976 7.038
H 3.523 3.396 7.222
H 3.492 4.328 8.652
H 4.597 4.822 7.293
H 2.686 6.366 7.553
H 4.017 6.122 5.461
H 2.317 6.525 5.065
H 2.849 4.901 4.928
H 1.163 4.513 6.233
C 2.500 -8.791 -0.184
C 1.702 -7.679 -0.879
C 2.488 -6.417 -1.303
O 1.113 -8.292 -2.021
H 2.614 -8.698 0.896
H 3.549 -8.780 -0.480
H 2.067 -9.770 -0.389
H 0.885 -7.362 -0.230
H 2.153 -5.955 -2.232
H 3.517 -6.690 -1.537
H 2.530 -5.614 -0.567
H 0.497 -8.944 -1.679
C -3.849 -6.533 -7.033
C -2.538 -5.875 -7.319
C -2.582 -4.807 -8.416
O -2.145 -5.257 -6.128
H -4.674 -5.859 -6.805
H -3.845 -7.148 -6.134
H -4.242 -7.083 -7.888
H -1.745 -6.585 -7.556
H -3.172 -3.932 -8.144
H -3.043 -5.096 -9.360
H -1.606 -4.484 -8.776
H -1.780 -5.875 -5.490
C 7.413 2.888 -0.597
C 7.705 1.988 -1.854
C 7.108 0.565 -1.769
O 7.101 2.599 -2.951
H 8.100 3.731 -0.524
H 7.608 2.459 0.385
H 6.372 3.213 -0.572
H 8.764 1.984 -2.114
H 7.649 0.035 -0.985
H 7.315 -0.077 -2.625
H 6.042 0.544 -1.545
H 6.175 2.726 -2.735
C 1.991 4.263 -7.402
C 1.122 3.153 -6.829
C 1.003 1.896 -7.749
O 1.695 2.828 -5.563
H 1.860 5.177 -6.823
H 1.730 4.558 -8.418
H 3.053 4.032 -7.485
H 0.153 3.624 -6.661
H 1.006 0.940 -7.226
H 1.867 1.962 -8.411
H 0.086 2.064 -8.314
H 1.050 2.231 -5.177
C -6.455 3.340 6.111
C -6.489 4.552 5.154
O -7.493 5.429 5.534
O -7.770 2.707 6.250
H -6.075 3.569 7.107
H -5.793 2.609 5.646
H -6.523 4.288 4.097
H -5.494 4.996 5.150
H -7.325 5.625 6.459
H -8.388 3.442 6.276
C -1.431 -0.325 -0.140
C -1.038 1.060 0.490
O -1.278 1.104 1.867
O -1.171 -0.316 -1.508
H -2.483 -0.549 0.036
H -0.958 -1.225 0.254
H -1.546 1.835 -0.084
H -0.003 1.353 0.319
H -0.982 0.291 2.284
H -1.582 -1.036 -1.991
C -0.041 -2.404 8.468
C -0.904 -2.684 7.255
O -0.268 -2.645 5.974
O 0.885 -3.440 8.592
H -0.562 -2.469 9.423
H 0.406 -1.412 8.394
H -1.836 -2.123 7.325
H -1.205 -3.730 7.303
H 0.491 -3.231 6.030
H 1.314 -3.531 7.738
```

Atom charges from the Mulliken analysis, given in e for atoms 1 to 8: -1.2732, 0.6027, -1.3839, -0.5273, 0.3600, 0.3249, 0.3207, 0.1350



Results for energy above the lowest of the compared OMol25 structures with the same formula, charge and spin: 183.74, 112.17, 105.49 (in kcal/mol, following the order of the records).